Record 1
C52H54AsMnN2OPS2 | ωB97M-V/def2-TZVPD

Summary:
LUMO energy (alpha / beta)	-0.7662 / -0.8602	eV
max |F|	0.056	hartree/bohr
spin multiplicity	6
highest occupied orbital energy (alpha / beta)	-6.75 / -6.92	eV
gap between HOMO and LUMO (alpha / beta)	5.983 / 6.063	eV
electronic energy	-182948.0455	eV
⟨S²⟩	8.761
charge	0

CARTESIAN COORDINATES (ANGSTROEM)
1 Mn 2.43825 0.83104 -1.13360
2 C 1.78750 3.71834 -2.70069
3 N 1.09206 2.78822 -1.80710
4 C -0.06108 2.15181 -2.46657
5 C 0.38308 1.23076 -3.60268
6 N 1.19246 0.12015 -3.08614
7 C 0.41951 -1.12615 -3.07144
8 C 2.43351 -0.11856 -3.78837
9 C 2.60537 0.19588 -5.12781
10 C 3.81138 -0.04359 -5.76430
11 C 4.84360 -0.64929 -5.06830
12 C 4.67330 -1.02738 -3.75161
13 C 3.47258 -0.77739 -3.08570
14 S 3.24968 -1.38521 -1.45433
15 C 0.63494 3.39742 -0.58164
16 C 0.32045 4.74650 -0.48820
17 C -0.12353 5.29624 0.70385
18 C -0.29346 4.48757 1.81498
19 C 0.00460 3.14399 1.73792
20 C 0.48280 2.58718 0.55598
21 S 0.89071 0.88778 0.58877
22 H 1.08507 4.31883 -3.29383
23 H 2.43300 3.16254 -3.38367
24 H 2.42105 4.37880 -2.11295
25 H -0.73807 2.92113 -2.86859
26 H -0.59279 1.56965 -1.70730
27 H 0.96635 1.83294 -4.30080
28 H -0.49925 0.85177 -4.13369
29 H 0.21134 -1.45964 -4.09654
30 H -0.52052 -0.98294 -2.53870
31 H 0.98520 -1.90377 -2.55858
32 H 1.79992 0.63989 -5.69585
33 H 3.93084 0.23203 -6.80072
34 H 5.78516 -0.83838 -5.55800
35 H 5.45893 -1.53134 -3.20874
36 H 0.42488 5.38829 -1.34948
37 H -0.33408 6.35436 0.76026
38 H -0.67107 4.89494 2.73979
39 H -0.11239 2.48967 2.58757
40 C -3.48418 -1.01418 -0.68821
41 C -4.17805 -1.75279 0.44058
42 As -5.94512 -2.52216 -0.04477
43 C -5.20873 -3.91980 -1.21783
44 C -4.53442 -5.03310 -0.73266
45 C -3.97633 -5.95391 -1.60080
46 C -4.07054 -5.76507 -2.96978
47 C -4.74399 -4.66197 -3.46705
48 C -5.31372 -3.75028 -2.59478
49 C -6.12749 -3.62999 1.56509
50 C -6.91202 -4.77938 1.50671
51 C -7.04109 -5.60914 2.60554
52 C -6.39626 -5.29485 3.79133
53 C -5.64303 -4.13652 3.87343
54 C -5.51516 -3.30993 2.77016
55 P -1.70847 -0.54936 -0.27859
56 C -0.96322 -2.20209 -0.01301
57 C 0.16712 -2.32238 0.79332
58 C 0.82712 -3.53085 0.90736
59 C 0.39438 -4.62953 0.18440
60 C -0.70174 -4.51144 -0.65075
61 C -1.37525 -3.30858 -0.75169
62 C -2.06722 0.05503 1.41340
63 C -1.94553 -0.68708 2.58068
64 C -2.27610 -0.11920 3.79845
65 C -2.73609 1.18514 3.86317
66 C -2.86998 1.92465 2.70036
67 C -2.53309 1.36406 1.48376
68 H -4.00427 -0.07397 -0.90610
69 H -3.46975 -1.59760 -1.61553
70 H -4.34014 -1.05718 1.26862
71 H -3.54738 -2.56842 0.80712
72 H -4.45055 -5.18564 0.33694
73 H -3.46660 -6.82290 -1.20788
74 H -3.61780 -6.47364 -3.64886
75 H -4.83108 -4.51658 -4.53461
76 H -5.85429 -2.88956 -2.97832
77 H -7.41381 -5.02971 0.57654
78 H -7.64302 -6.50505 2.53848
79 H -6.47954 -5.94991 4.64697
80 H -5.14778 -3.87465 4.79851
81 H -4.92549 -2.40628 2.85818
82 H 0.53252 -1.45674 1.32370
83 H 1.68819 -3.61084 1.55295
84 H 0.91510 -5.57124 0.26100
85 H -1.03880 -5.35387 -1.23763
86 H -2.22256 -3.24907 -1.41869
87 H -1.59865 -1.70948 2.53941
88 H -2.18699 -0.70270 4.70405
89 H -2.98209 1.62210 4.81965
90 H -3.22945 2.94167 2.74414
91 H -2.62883 1.94280 0.57351
92 C 6.60783 6.18271 3.82184
93 C 5.96136 5.04540 3.09456
94 C 5.20932 5.26326 1.94899
95 C 4.69591 4.21699 1.20701
96 C 3.88933 4.50663 -0.01486
97 C 4.92491 2.87900 1.61023
98 C 4.56683 1.75084 0.79439
99 O 3.98018 1.75125 -0.31651
100 C 5.58899 2.65681 2.84631
101 C 5.73104 1.28069 3.42927
102 C 6.11197 3.73395 3.53541
103 H 6.15315 7.13110 3.54630
104 H 7.66577 6.23278 3.55734
105 H 6.53566 6.05682 4.90058
106 H 5.01149 6.27752 1.63346
107 H 3.74322 5.57775 -0.13462
108 H 2.91566 4.02669 0.09005
109 H 4.38160 4.10104 -0.89908
110 H 4.90327 0.77419 1.17161
111 H 6.40433 0.66009 2.83740
112 H 4.76412 0.78105 3.47350
113 H 6.13576 1.34316 4.43704
114 H 6.64822 3.55937 4.45662

Here are the Löwdin charges for atoms 1 to 99, given in e: atom 1 (Mn): 0.4834, atom 2 (C): -0.0622, atom 3 (N): -0.1969, atom 4 (C): -0.1703, atom 5 (C): -0.1675, atom 6 (N): -0.2023, atom 7 (C): -0.0807, atom 8 (C): -0.2960, atom 9 (C): -0.0441, atom 10 (C): -0.0962, atom 11 (C): -0.0990, atom 12 (C): -0.1214, atom 13 (C): -0.6344, atom 14 (S): 0.5912, atom 15 (C): -0.3001, atom 16 (C): -0.0461, atom 17 (C): -0.0902, atom 18 (C): -0.0899, atom 19 (C): -0.1354, atom 20 (C): -0.5667, atom 21 (S): 0.6708, atom 22 (H): 0.0971, atom 23 (H): 0.0891, atom 24 (H): 0.0689, atom 25 (H): 0.1337, atom 26 (H): 0.0576, atom 27 (H): 0.0950, atom 28 (H): 0.1318, atom 29 (H): 0.1036, atom 30 (H): 0.0351, atom 31 (H): 0.0473, atom 32 (H): 0.1070, atom 33 (H): 0.0968, atom 34 (H): 0.0981, atom 35 (H): 0.0943, atom 36 (H): 0.1061, atom 37 (H): 0.0974, atom 38 (H): 0.1018, atom 39 (H): 0.0974, atom 40 (C): -0.4100, atom 41 (C): -0.4640, atom 42 (As): 1.2929, atom 43 (C): -0.4199, atom 44 (C): -0.1171, atom 45 (C): -0.0977, atom 46 (C): -0.0933, atom 47 (C): -0.0940, atom 48 (C): -0.1409, atom 49 (C): -0.4301, atom 50 (C): -0.1401, atom 51 (C): -0.0915, atom 52 (C): -0.0961, atom 53 (C): -0.0880, atom 54 (C): -0.1129, atom 55 (P): 1.0261, atom 56 (C): -0.3777, atom 57 (C): -0.1448, atom 58 (C): -0.0802, atom 59 (C): -0.0839, atom 60 (C): -0.0808, atom 61 (C): -0.1021, atom 62 (C): -0.4251, atom 63 (C): -0.0980, atom 64 (C): -0.0809, atom 65 (C): -0.0928, atom 66 (C): -0.0994, atom 67 (C): -0.1322, atom 68 (H): 0.0729, atom 69 (H): 0.0516, atom 70 (H): 0.0532, atom 71 (H): 0.0659, atom 72 (H): 0.1048, atom 73 (H): 0.1044, atom 74 (H): 0.1009, atom 75 (H): 0.1000, atom 76 (H): 0.0910, atom 77 (H): 0.1020, atom 78 (H): 0.1010, atom 79 (H): 0.0991, atom 80 (H): 0.1012, atom 81 (H): 0.0851, atom 82 (H): 0.0342, atom 83 (H): 0.1049, atom 84 (H): 0.0995, atom 85 (H): 0.0950, atom 86 (H): 0.0893, atom 87 (H): 0.1014, atom 88 (H): 0.1014, atom 89 (H): 0.0986, atom 90 (H): 0.1047, atom 91 (H): 0.1092, atom 92 (C): -0.0375, atom 93 (C): -0.2421, atom 94 (C): 0.0027, atom 95 (C): -0.1664, atom 96 (C): -0.0309, atom 97 (C): -0.0923, atom 98 (C): -0.1074, atom 99 (O): -0.1355


Record 2
C5H10 | ωB97M-V/def2-TZVPD

Summary:
LUMO energy (alpha / beta)	-5.9601 / -9.6291	eV
ΔE to the lowest compared entry with this formula, charge and spin	3.738	eV
max |F|	0.129	hartree/bohr
spin multiplicity	2
highest occupied orbital energy (alpha / beta)	-11.86 / -11.86	eV
gap between HOMO and LUMO (alpha / beta)	5.901 / 2.231	eV
electronic energy	-5333.8972	eV
⟨S²⟩	0.754
charge	+1

CARTESIAN COORDINATES (ANGSTROEM)
1 C -2.92839 1.78625 -2.75688
2 C -1.82959 1.26176 -3.29853
3 H -4.00103 1.37348 -2.89667
4 H -2.74452 2.72289 -2.04739
5 H -1.94823 0.75219 -4.28176
6 H -0.95713 1.62451 -2.84030
7 C 0.44435 -0.89423 1.89118
8 C 1.99328 -0.63281 2.30437
9 C 2.90172 -1.62684 2.20436
10 H 0.10694 -0.11883 1.20714
11 H 0.30033 -1.75417 1.40687
12 H -0.22731 -0.83616 2.78300
13 H 2.29356 0.50271 1.99755
14 H 3.99167 -1.49149 2.48050
15 H 2.60434 -2.66924 1.84656

Löwdin atomic charges, in units of e: atom 1 (C): -0.1196, atom 2 (C): -0.1183, atom 3 (H): 0.0749, atom 4 (H): 0.0837, atom 5 (H): 0.0669, atom 6 (H): 0.0128, atom 7 (C): 0.0062, atom 8 (C): 0.0454, atom 9 (C): 0.2034, atom 10 (H): 0.0954, atom 11 (H): 0.0312, atom 12 (H): 0.1224, atom 13 (H): 0.2058, atom 14 (H): 0.1380, atom 15 (H): 0.1518


Question: Number 1 is which compound?
Answer: C52H54AsMnN2OPS2


Question: Which of these has the lowest electronic energy?
Answer: C52H54AsMnN2OPS2


Question: Which value of charge does entry 1 give?
Answer: 0


Question: Among the records above, which one has the highest charge?
Answer: C5H10